Arrangement A

Entry from the Open Molecules 2025 dataset: the molecule C5H8N2O2S (ωB97M-V/def2-TZVPD).

Summary:
Charge = 0
HOMO = -0.354 Ha
Kohn-Sham gap = 10.25 eV

Last column: Löwdin charge in e.
Geometry (Å):
C  -0.8138  -0.2262  0.1375  -0.3177
C  1.1351  1.0555  0.9942  -0.0685
C  0.9592  1.3743  -0.4518  -0.1007
C  0.6316  -0.0286  -0.0150  -0.4300
C  1.6139  -1.0301  -0.2857  -0.0454
N  -1.6944  0.7668  0.4194  -0.1579
N  -1.3805  -1.4308  0.1051  0.0572
O  -3.6941  0.3777  -1.0871  -0.4397
O  -2.7998  -1.4447  0.3260  -0.2743
S  -3.2135  0.2885  0.2643  0.8860
H  2.1426  1.0609  1.3938  0.1035
H  0.6002  1.6950  1.6623  0.0956
H  0.0696  1.9632  -0.7127  0.1051
H  1.8067  1.5196  -1.2346  0.1478
H  2.6762  -0.6864  -0.1366  0.1214
H  1.3976  -1.0543  -1.3461  0.1035
H  1.5972  -1.9341  0.2406  0.0728
H  -1.0338  -2.2663  -0.2739  0.1413

***

Arrangement B

Entry from the Open Molecules 2025 dataset: a cluster of 2 separate species, C5H8N2O2S in total (ωB97M-V/def2-TZVPD).

Summary:
Charge = 0
HOMO (spin up / spin down) = -0.306 / -0.305 Ha
Kohn-Sham gap (spin up / spin down) = 7.92 / 8.50 eV

Last column: Löwdin charge in e.
Geometry (Å):
C  0.2025  0.7483  -1.1213  -0.0731
C  1.3489  -0.0185  -1.2014  -0.0814
C  -0.0772  0.8521  0.2540  -0.1668
C  3.0222  -0.9120  0.4833  0.0410
C  -4.2506  -1.8937  -0.2547  0.0064
N  0.9231  0.2785  0.9751  0.0521
N  1.7247  -0.2705  0.0654  -0.2238
O  -3.8644  1.2168  -0.8902  -0.5149
O  -3.8133  -0.8912  0.5863  -0.4843
S  -3.6258  0.6997  0.4367  0.9140
H  -0.3102  1.2863  -1.8380  0.0673
H  1.8993  -0.4041  -1.9379  0.0758
H  3.6109  -0.0434  0.3200  0.0834
H  2.9208  -1.0393  1.5480  0.0859
H  3.2018  -1.7304  -0.0661  0.0442
H  -0.9597  1.3909  0.6925  0.0746
H  -4.7355  -1.6692  -1.1709  0.0577
H  -3.8912  -2.7767  0.1449  0.0420

***

Name the most stable of them. arrangement A.

***

Arrangement A

Entry from the Open Molecules 2025 dataset: a cluster of 2 separate species, C4H7N in total (ωB97M-V/def2-TZVPD).

Summary:
2S+1 = 3
Charge = 0
HOMO (spin up / spin down) = -0.204 / -0.364 Ha
⟨S²⟩ = 2.02
Kohn-Sham gap (spin up / spin down) = 6.84 / 8.54 eV

Last column: Löwdin charge in e.
Geometry (Å):
C  0.6788  0.1346  1.7446  -0.2509
C  0.7605  -0.8045  0.8779  -0.0755
C  -0.7912  0.6114  -1.2347  -0.1214
C  -0.8916  -0.6394  -0.8342  -0.1358
N  1.5568  0.5911  0.7586  0.1090
H  0.0017  0.6765  2.2641  0.0497
H  0.8523  -1.8281  0.5938  0.0867
H  1.1021  1.2137  -0.0027  0.1131
H  -1.0749  1.3158  -0.5209  0.0300
H  -0.1847  0.9175  -2.0694  0.0560
H  -0.5541  -1.4056  -1.5949  0.0990
H  -1.4558  -0.7833  0.0177  0.0402

***

Arrangement B

Entry from the Open Molecules 2025 dataset: a cluster of 2 separate species, C4H7N in total (ωB97M-V/def2-TZVPD).

Summary:
2S+1 = 3
Charge = 0
HOMO (spin up / spin down) = -0.296 / -0.341 Ha
⟨S²⟩ = 2.02
Kohn-Sham gap (spin up / spin down) = 9.13 / 8.17 eV

Last column: Löwdin charge in e.
Geometry (Å):
C  -1.1595  0.0048  0.0210  -0.3902
C  -0.4717  1.3240  -0.1399  -0.0576
C  0.2386  0.0353  0.0634  -0.2141
C  1.4335  -0.5991  -0.5035  -0.0639
N  -2.2965  -0.5170  0.0266  0.1440
H  -0.3933  1.8034  -1.1114  0.0987
H  -0.5873  2.0353  0.6663  0.0907
H  0.3005  -0.2828  2.6461  0.1052
H  2.1622  -0.8214  0.2798  0.0730
H  1.9202  0.0685  -1.2182  0.0829
H  1.1827  -1.5439  -0.9869  0.0808
H  -2.3294  -1.5071  0.2565  0.0504

***

Name the most stable of them. arrangement B.